The following is a DFT calculation (wB97M-V/def2-TZVPD) of 2 unconnected molecules or ions with the total composition C6H13NO2Si in a non-equilibrium geometry.

Each atom is followed by the atoms it is bonded to, with distances in Å.
Atoms and positions in Å:
1 C -1.83 -1.30 -1.54  C6 1.352, N7 1.153
2 C -2.18 1.11 -1.86  C6 1.530, H11 1.151, H12 1.103, H13 1.166
3 C 0.46 -0.05 3.30  O8 1.431, H14 1.093, H15 1.092, H16 1.025
4 C 1.27 -2.06 -0.65  O9 1.422, H17 1.079, H18 1.135, H19 1.165
5 C 1.60 1.79 -0.16  Si10 1.869, H20 1.114, H21 1.104, H22 1.208
6 C -1.95 -0.09 -0.95  C1 1.352, C2 1.530, H23 1.031
7 N -1.71 -2.22 -2.23  C1 1.153
8 O 0.64 0.75 2.13  C3 1.431, Si10 1.612
9 O 1.52 -1.22 0.47  C4 1.422, Si10 1.612
10 Si 0.87 0.25 0.61  C5 1.869, O8 1.612, O9 1.612
11 H -1.47 1.88 -1.39  C2 1.151
12 H -2.02 0.81 -2.91  C2 1.103
13 H -3.32 1.37 -1.81  C2 1.166
14 H 1.45 -0.23 3.74  C3 1.093
15 H 0.00 -1.00 3.01  C3 1.092
16 H -0.15 0.52 3.88  C3 1.025
17 H 1.01 -3.04 -0.31  C4 1.079
18 H 2.26 -2.14 -1.20  C4 1.135
19 H 0.41 -1.63 -1.30  C4 1.165
20 H 2.70 1.69 -0.02  C5 1.114
21 H 1.40 1.95 -1.24  C5 1.104
22 H 1.29 2.80 0.42  C5 1.208
23 H -2.27 0.06 0.02  C6 1.031

Results
strongest force on any atom = 2.94 eV Å⁻¹
energy relative to the best compared isomer or geometry (same formula, charge and spin) = 96.7 kcal per mole
molar mass = 159.26 g mol⁻¹
HOMO-LUMO gap (alpha / beta) = 6.46 / 7.24 eV